Entry 1:
Formula: C4H2O2
Source: the Open Molecules 2025 dataset
Level of theory: ωB97M-V/def2-TZVPD

```
! wB97M-V def2-TZVPD RIJCOSX def2/J DEFGRID3
* xyz 0 1
O -0.871 -1.651 1.050
O -0.184 2.601 0.037
C 0.057 1.452 -0.233
C 0.235 -0.158 -0.432
C -0.151 -1.481 0.100
C 0.829 0.693 -1.237
H -0.510 0.693 0.562
H 0.311 -2.290 -0.494
*
```

## Properties
- HOMO energy: -0.3761 Ha
- Energy above the lowest of the compared OMol25 structures with the same formula, charge and spin: 3.662 eV
- Total energy: -303.87523 a.u.
- E_LUMO: -1.4 eV
- Orbital gap: 8.88 eV

So, what does the natural (NBO) scheme give us? The charges, in e, come out as:
1. O -0.453
2. O -0.463
3. C 0.385
4. C -0.126
5. C 0.375
6. C -0.091
7. H 0.201
8. H 0.170

=====

Entry 2:
Formula: C4H7NO2
Source: the Open Molecules 2025 dataset
Level of theory: ωB97M-V/def2-TZVPD

```
! wB97M-V def2-TZVPD RIJCOSX def2/J DEFGRID3
* xyz 0 1
O -1.840 -0.889 -0.521
O 1.515 0.445 0.474
N -1.545 0.439 -0.022
C -0.600 1.206 -0.538
C -2.713 0.421 0.678
C 1.636 -0.880 0.113
C -3.019 -0.810 0.274
H 0.948 -1.539 0.747
H -3.040 1.160 1.356
H -0.366 1.037 -1.616
H -3.591 -1.576 0.664
H 2.676 -1.146 0.667
H 1.530 -0.979 -0.974
H -0.618 2.203 -0.183
*
```

## Properties
- HOMO energy (alpha / beta): -0.2649 / -0.3329 Ha
- Energy above the lowest of the compared OMol25 structures with the same formula, charge and spin: 8.769 eV
- Total energy: -361.55862 a.u.
- E_LUMO (alpha / beta): -0.3 / 0.1 eV
- Orbital gap (alpha / beta): 6.91 / 9.15 eV

So, what does the natural (NBO) scheme give us? The charges, in e, come out as:
1. O -0.317
2. O -0.531
3. N -0.081
4. C -0.082
5. C -0.124
6. C -0.280
7. C 0.035
8. H 0.153
9. H 0.222
10. H 0.217
11. H 0.212
12. H 0.196
13. H 0.170
14. H 0.213

=====

Entry 3:
Formula: C8H8N2S
Source: the Open Molecules 2025 dataset
Level of theory: ωB97M-V/def2-TZVPD

```
! wB97M-V def2-TZVPD RIJCOSX def2/J DEFGRID3
* xyz 0 1
S -1.155 0.510 3.996
N -1.185 1.464 2.625
N -0.410 -0.764 3.317
C -0.662 0.748 1.694
C -0.244 1.167 -0.271
C 0.171 -0.131 -0.980
C 1.163 0.995 -0.496
C 0.297 -1.404 -0.275
C -0.171 -0.520 2.033
C -0.253 0.012 -2.353
C 0.173 -1.543 1.052
H 0.320 0.660 -3.025
H 0.430 -2.595 1.436
H -0.842 1.887 -0.814
H 1.992 0.944 0.180
H -0.230 -0.928 -3.025
H 0.358 -2.182 -1.044
H 1.590 1.501 -1.488
H -1.343 0.179 -2.561
*
```

## Properties
- HOMO energy: -0.3133 Ha
- Energy above the lowest of the compared OMol25 structures with the same formula, charge and spin: 5.331 eV
- Total energy: -817.18405 a.u.
- E_LUMO: 0.2 eV
- Orbital gap: 8.70 eV

So, what does the natural (NBO) scheme give us? The charges, in e, come out as:
1. S 0.823
2. N -0.615
3. N -0.580
4. C 0.242
5. C -0.132
6. C -0.167
7. C -0.411
8. C -0.123
9. C 0.025
10. C -0.628
11. C -0.245
12. H 0.227
13. H 0.233
14. H 0.233
15. H 0.244
16. H 0.221
17. H 0.224
18. H 0.207
19. H 0.222

=====

Entry 4:
Formula: C26H42FN3O13S4
Source: the Open Molecules 2025 dataset
Level of theory: ωB97M-V/def2-TZVPD

```
! wB97M-V def2-TZVPD RIJCOSX def2/J DEFGRID3
* xyz 0 1
S 2.969 2.819 3.218
S 1.064 -2.417 6.009
S -2.439 -3.033 -4.247
S -4.565 -4.670 -2.875
F 2.497 1.907 -3.498
O 2.430 -0.469 1.115
O 3.056 2.584 1.797
O 1.986 -3.107 6.872
O 1.941 3.648 3.789
O 0.468 2.103 -6.145
O 2.417 -1.206 -4.296
O 4.407 3.331 3.754
O 1.352 -1.110 5.479
O 2.690 -1.059 -0.090
O -6.731 -1.083 -0.784
O 0.801 0.014 -5.279
O -0.391 -2.383 6.714
O 4.015 -2.474 -3.038
N 1.196 1.036 -1.685
N 4.375 0.723 -2.963
N -4.316 -1.916 -2.367
C 0.634 -3.485 4.665
C -0.925 2.730 -3.324
C -4.420 -2.068 -0.887
C -6.524 -0.541 -2.127
C 1.909 0.711 -2.977
C -3.697 1.637 -3.600
C 3.342 -1.442 -3.217
C -1.172 1.630 -4.420
C -0.451 -0.332 8.028
C 0.413 -2.918 -3.900
C -2.602 1.067 -4.556
C 3.494 -0.067 -0.815
C -0.913 -3.739 -3.425
C 1.244 -0.364 -3.962
C -3.882 -3.157 -3.042
C -3.455 2.727 -2.537
C 3.241 -0.079 -2.389
C 2.961 1.260 4.053
C -5.406 -1.010 -0.180
C -5.609 -1.515 -3.006
C 0.318 -1.474 -3.209
C 0.085 1.244 -5.304
C -2.018 3.280 -2.385
C 5.004 4.466 3.127
C 4.359 5.761 3.585
C -0.498 -1.849 8.033
H 0.368 -4.463 5.062
H 1.261 2.046 -1.485
H 3.431 0.980 -0.339
H -0.849 -4.854 -3.677
H 4.968 4.369 2.038
H -1.072 -3.639 -2.299
H -2.811 0.283 -5.355
H 1.797 0.278 0.982
H 0.138 3.162 -3.220
H -1.699 4.093 -1.640
H -5.541 -1.266 0.930
H -4.751 1.231 -3.745
H 3.768 0.643 3.659
H -0.662 0.063 9.025
H -3.371 -1.857 -0.445
H 0.192 0.816 -1.755
H -7.514 -0.408 -2.702
H -0.200 -3.045 4.118
H 1.295 -3.549 -3.506
H 4.586 0.358 -3.902
H 5.199 0.738 -2.350
H -4.257 3.174 -1.854
H 4.332 5.815 4.675
H 3.088 1.431 5.122
H -1.178 0.074 7.322
H 0.458 -2.884 -5.039
H 0.278 -2.267 8.683
H -0.744 -1.080 -3.063
H 1.999 0.783 3.865
H 0.533 0.030 7.724
H 1.504 -3.568 4.012
H -5.340 -0.975 -3.991
H 4.908 6.623 3.198
H -6.251 -2.415 -3.307
H 6.058 4.467 3.415
H -4.956 0.041 -0.221
H -1.461 -2.178 8.431
H -6.100 0.512 -1.976
H -4.741 -3.106 -0.530
H 3.328 5.833 3.232
H 0.757 -1.599 -2.143
H 4.594 -0.398 -0.658
*
```

## Properties
- HOMO energy: -0.3187 Ha
- Total energy: -3850.45875 a.u.
- E_LUMO: -1.1 eV
- Orbital gap: 7.58 eV

So, what does the Mulliken scheme give us? The charges, in e, come out as:
1. S 1.150
2. S 1.146
3. S -0.092
4. S -0.106
5. F -0.479
6. O -0.311
7. O -0.549
8. O -0.652
9. O -0.625
10. O -0.548
11. O -0.506
12. O -0.299
13. O -0.485
14. O -0.336
15. O -0.395
16. O -0.439
17. O -0.295
18. O -0.592
19. N -0.201
20. N -0.694
21. N 0.493
22. C -0.980
23. C -0.457
24. C -0.438
25. C -0.389
26. C 0.422
27. C -0.229
28. C -0.068
29. C 0.631
30. C -0.960
31. C -0.632
32. C -0.144
33. C -1.172
34. C -0.631
35. C 0.560
36. C -0.357
37. C -0.626
38. C 1.367
39. C -1.022
40. C -0.500
41. C -0.619
42. C -0.619
43. C 0.048
44. C -0.565
45. C -0.301
46. C -1.000
47. C -0.338
48. H 0.346
49. H 0.357
50. H 0.426
51. H 0.449
52. H 0.278
53. H 0.326
54. H 0.365
55. H 0.323
56. H 0.557
57. H 0.348
58. H 0.305
59. H 0.381
60. H 0.390
61. H 0.386
62. H 0.178
63. H 0.229
64. H 0.316
65. H 0.316
66. H 0.282
67. H 0.298
68. H 0.282
69. H 0.340
70. H 0.266
71. H 0.408
72. H 0.261
73. H 0.260
74. H 0.322
75. H 0.481
76. H 0.348
77. H 0.268
78. H 0.375
79. H 0.226
80. H 0.390
81. H 0.416
82. H 0.282
83. H 0.266
84. H 0.273
85. H 0.210
86. H 0.355
87. H 0.291
88. H 0.257
89. H 0.401